Formula: C5H12O5
Source: the Open Molecules 2025 dataset
Level of theory: ωB97M-V with the def2-TZVPD basis set

Computed properties:
Energy relative to the best compared isomer or geometry (same formula, charge and spin), kJ/mol: 144.2
Highest occupied orbital energy, eV: -10.30
E, Eh: -573.86411
HOMO-LUMO gap, eV: 10.9

The geometry in XYZ format:
```
22
C5H12O5, DFT ωB97M-V with the def2-TZVPD basis set
O -1.53 2.14 -1.52
C -0.88 0.89 -1.47
C -0.11 0.67 -0.17
O 0.75 1.77 0.14
C -1.02 0.48 1.05
O -1.59 -0.81 1.09
C 0.95 -0.44 -0.34
C 1.70 -0.85 0.94
O 1.21 -2.10 1.41
H -2.45 2.05 -1.26
H -1.59 0.06 -1.61
H -0.17 0.86 -2.31
H 1.27 2.04 -0.63
H -0.43 0.68 1.96
H -1.83 1.23 1.02
H -0.85 -1.42 1.26
H 1.69 -0.11 -1.09
H 2.77 -0.93 0.71
H 1.55 -0.10 1.72
O 0.37 -1.71 -0.97
H 0.68 -2.54 0.64
H -0.49 -1.87 -0.56
```